{"formula": "C36H45F16IO21S2", "method": "wB97M-V/def2-TZVPD", "elements": ["O", "C", "C", "S", "C", "C", "O", "C", "F", "F", "F", "C", "O", "C", "C", "I", "C", "C", "C", "C", "C", "F", "F", "C", "F", "F", "C", "F", "F", "C", "F", "F", "S", "F", "F", "F", "F", "F", "C", "C", "H", "H", "H", "H", "H", "H", "H", "H", "H", "C", "O", "C", "O", "O", "C", "H", "H", "H", "H", "H", "H", "C", "O", "C", "O", "O", "C", "H", "H", "H", "H", "H", "H", "C", "O", "C", "O", "O", "C", "H", "H", "H", "H", "H", "H", "C", "O", "C", "O", "O", "C", "H", "H", "H", "H", "H", "H", "C", "O", "C", "O", "O", "C", "H", "H", "H", "H", "H", "H", "C", "O", "C", "O", "O", "C", "H", "H", "H", "H", "H", "H"], "xyz": [[-0.677, -6.092, -3.859], [-0.646, -4.774, -3.629], [-1.993, -3.841, -3.436], [-3.636, -4.799, -3.316], [-1.900, -2.349, -3.365], [-3.293, -1.492, -3.156], [-4.027, -1.813, -1.919], [-3.676, -0.907, -0.814], [-4.296, -1.499, 0.427], [-4.366, 0.389, -1.036], [-2.221, -0.786, -0.545], [-0.469, -1.497, -3.517], [-0.602, -0.187, -3.735], [0.925, -2.351, -3.437], [2.444, -1.749, -3.308], [2.803, 0.406, -3.219], [3.797, -2.726, -3.208], [3.642, -4.358, -3.228], [4.895, -5.428, -3.088], [5.193, -5.556, -1.459], [6.599, -4.769, -1.010], [7.668, -5.832, -1.133], [6.996, -3.698, -1.951], [6.577, -4.345, 0.571], [5.656, -5.332, 1.250], [7.898, -4.523, 1.213], [5.897, -2.843, 0.855], [4.877, -2.667, -0.201], [5.128, -3.037, 2.142], [7.040, -1.689, 0.954], [8.191, -1.861, 0.004], [7.658, -1.819, 2.328], [6.477, 0.078, 0.800], [6.032, -0.055, -0.847], [8.092, 0.501, 0.280], [7.046, 0.392, 2.423], [4.902, -0.213, 1.394], [6.072, 1.748, 0.713], [2.137, -4.995, -3.362], [0.806, -4.018, -3.478], [-4.335, -4.394, -4.497], [-4.000, -1.767, -4.076], [-3.155, -0.328, -3.193], [4.847, -2.217, -3.121], [4.498, -6.475, -3.495], [5.840, -5.149, -3.718], [5.386, -6.720, -1.275], [4.249, -5.158, -0.881], [2.026, -6.165, -3.360], [-6.595, 2.253, -6.691], [-6.277, 1.858, -5.358], [-6.780, 2.675, -4.399], [-7.453, 3.676, -4.590], [-6.405, 2.186, -3.190], [-6.866, 2.951, -2.078], [-6.143, 1.529, -7.375], [-7.678, 2.244, -6.848], [-6.178, 3.241, -6.911], [-7.961, 2.971, -2.051], [-6.460, 3.967, -2.113], [-6.508, 2.469, -1.164], [-8.828, 6.345, 1.537], [-8.672, 5.667, 2.782], [-8.326, 4.360, 2.666], [-8.149, 3.755, 1.620], [-8.212, 3.843, 3.915], [-7.850, 2.464, 3.949], [-9.104, 7.382, 1.749], [-7.888, 6.347, 0.977], [-9.630, 5.889, 0.947], [-6.870, 2.310, 3.485], [-8.613, 1.852, 3.455], [-7.787, 2.156, 4.996], [13.114, -8.985, -1.717], [12.033, -8.069, -1.881], [11.953, -7.121, -0.914], [12.706, -7.004, 0.040], [10.890, -6.325, -1.192], [10.681, -5.274, -0.250], [13.082, -9.698, -2.546], [14.074, -8.459, -1.752], [13.010, -9.541, -0.780], [11.544, -4.600, -0.227], [10.479, -5.682, 0.745], [9.806, -4.702, -0.571], [-11.997, -1.226, 7.763], [-11.735, 0.027, 8.391], [-10.859, 0.815, 7.718], [-10.307, 0.538, 6.665], [-10.702, 1.966, 8.421], [-9.801, 2.898, 7.828], [-12.710, -1.774, 8.386], [-12.447, -1.077, 6.776], [-11.080, -1.819, 7.687], [-10.162, 3.212, 6.843], [-8.796, 2.470, 7.755], [-9.752, 3.779, 8.474], [3.723, 7.688, -0.499], [3.880, 7.010, 0.746], [4.225, 5.703, 0.631], [4.402, 5.098, -0.415], [4.340, 5.185, 1.880], [4.701, 3.806, 1.913], [3.447, 8.724, -0.287], [4.664, 7.690, -1.058], [2.921, 7.232, -1.088], [5.682, 3.653, 1.450], [3.939, 3.195, 1.420], [4.764, 3.499, 2.961], [-3.282, 5.229, 0.520], [-2.014, 5.007, -0.093], [-0.957, 5.130, 0.749], [-1.015, 5.405, 1.937], [0.176, 4.895, 0.039], [1.377, 4.991, 0.803], [-4.054, 5.105, -0.244], [-3.461, 4.496, 1.313], [-3.347, 6.249, 0.913], [1.384, 4.247, 1.607], [1.498, 6.001, 1.207], [2.218, 4.784, 0.136]], "forces_ev_per_a": [[-0.0325, 8.1008, 1.4406], [0.5364, -4.0399, -0.5291], [1.0814, 3.0492, -0.4487], [1.0988, 1.3504, -1.2444], [0.0001, -3.2284, 0.2745], [0.3086, 0.6708, -1.7374], [2.2300, 2.5925, 2.3479], [-1.6063, -1.1806, 0.7705], [2.2966, 2.1827, -4.2937], [2.9459, -3.8738, 0.9599], [-5.0425, 0.0508, -1.1088], [-0.9824, 3.8691, -0.9069], [1.2175, -7.8022, 1.3985], [2.5350, -2.4426, 0.2074], [-0.5144, -3.9161, -0.0426], [-0.3155, -1.9226, -0.0593], [-3.7247, -1.9941, -0.3011], [-3.0469, 2.2347, -0.6567], [-1.1986, 0.4352, 0.2671], [0.5390, -0.3921, -0.8782], [0.7423, -2.2227, -1.5772], [-2.7013, 3.2377, 0.3772], [-1.0904, -2.7429, 3.1167], [0.2089, -1.6582, 1.6687], [2.9918, 2.9802, -2.1762], [-4.2333, 0.9064, -1.9774], [-2.4317, -2.4824, 0.7278], [3.3290, -0.0491, 3.1817], [2.7505, 1.4546, -4.1743], [3.9175, -2.0061, 1.7551], [-4.4790, -0.1406, 2.9908], [-2.1638, -0.2548, -4.8495], [1.0111, 5.5701, 0.3886], [0.6118, -0.3078, 3.6633], [-3.5371, -0.5778, 1.0321], [-1.7954, -0.2276, -3.4063], [3.3665, 0.1533, -1.5065], [0.7993, -3.8238, -0.0297], [0.2702, 4.0656, 0.0572], [2.7051, 0.5875, 0.3697], [1.2918, -0.2014, 1.4066], [1.4081, 0.4717, 2.3178], [0.2342, -2.3964, -0.0741], [-2.3111, -1.0565, -0.1899], [0.8515, 2.3457, 1.0148], [-1.9101, -0.3011, 1.3396], [-0.3377, 2.8266, 0.0912], [2.1695, -0.8575, -1.0209], [0.0101, 2.6693, -0.0859], [-0.1038, 0.1305, -0.4870], [-0.2760, 0.4584, 0.8141], [-0.2703, 0.4178, 0.1133], [0.9834, -1.4614, 0.2286], [-0.1726, 0.2207, -1.1848], [-0.1823, 0.2512, 0.5435], [0.0178, 0.0028, 0.3828], [0.1957, 0.1671, 0.0813], [-0.2240, -0.1163, 0.0978], [0.2293, 0.1366, -0.0827], [-0.2079, -0.1338, -0.1007], [0.0306, -0.1021, -0.3592], [-0.0805, 0.2706, -0.4354], [0.2688, -1.0200, 0.0945], [0.0641, -0.2580, -0.2517], [-0.2199, 0.8724, 1.4246], [-0.1622, 0.6877, -0.9767], [0.1557, -0.6126, 0.0562], [0.0740, -0.2876, 0.2518], [-0.2160, -0.1435, 0.0276], [0.2670, -0.0185, 0.0373], [-0.2562, 0.0200, -0.0657], [0.2265, 0.1350, -0.0169], [-0.1279, 0.3223, -0.1534], [0.3854, -0.3423, 0.0404], [-0.2217, 0.7807, 0.6302], [0.2458, 0.1178, 0.4004], [-1.0817, -0.1892, -1.3925], [0.8125, -0.7615, 0.0352], [-0.0890, 0.4767, 0.3192], [-0.2416, 0.2978, 0.0666], [-0.1882, -0.0767, 0.1789], [0.1114, 0.2281, -0.0948], [-0.0664, -0.2403, 0.1185], [0.1868, 0.0799, -0.1599], [0.2255, -0.3526, -0.1559], [-0.1161, -0.4781, -0.2156], [0.6791, 0.7686, -0.3934], [0.1802, -0.0642, -0.3311], [-0.7586, 0.3947, 1.4739], [-0.2539, -1.0109, -0.4194], [0.3127, 0.3874, -0.2234], [0.1522, 0.3568, 0.0631], [0.2415, -0.0242, 0.1168], [-0.1417, 0.1833, -0.1379], [0.1613, -0.1755, 0.1110], [-0.2170, 0.0172, -0.1250], [-0.2039, -0.3290, 0.0426], [-0.0628, 0.3032, -0.4735], [0.3281, -1.0878, 0.1207], [0.4258, -0.0508, -0.2204], [-0.1452, 0.8509, 1.4308], [-0.2448, 0.6697, -0.9642], [0.2090, -0.4118, 0.0558], [0.0676, -0.2917, 0.2580], [-0.2250, -0.1550, 0.0357], [0.2431, -0.0290, 0.0322], [-0.3997, 0.2093, 0.0450], [0.2169, 0.1209, -0.0722], [-0.0869, 0.3373, -0.1331], [-0.4618, 0.0645, 0.2005], [0.9175, 0.0656, 0.4871], [0.0189, 0.0884, 0.4536], [0.0696, -0.3953, -1.7189], [-1.0495, 0.1473, 0.3679], [0.3455, 0.0177, 0.2666], [0.3799, -0.0445, -0.0470], [0.1016, 0.2393, -0.0380], [0.0780, -0.2401, 0.0805], [-0.0915, 0.2553, -0.0126], [-0.1355, -0.2558, 0.1070], [-0.6300, -0.0974, -0.1395]], "mulliken_charge": [-0.5712, 0.3420, 0.0852, -0.1508, 0.4889, -1.1440, -0.1965, 0.7472, -0.2586, -0.1923, -0.2160, 0.6276, -0.5792, 0.4102, -0.6661, 0.1205, -0.2226, 0.3774, -0.5878, -0.7128, 0.6853, -0.3274, -0.2883, 0.3486, -0.3055, -0.2164, 0.5691, -0.1142, -0.2897, 0.7789, -0.2619, -0.2581, 1.2323, -0.2472, -0.3304, -0.3349, -0.3043, -0.3306, -0.6820, 0.0530, 0.1779, 0.3798, 0.3501, 0.3188, 0.3526, 0.3554, 0.3292, 0.3721, 0.2456, -0.6368, -0.2671, 0.6511, -0.5503, -0.1473, -0.6562, 0.2103, 0.2916, 0.2922, 0.2876, 0.3226, 0.2102, -0.5513, -0.3070, 0.7834, -0.5368, -0.2892, -0.5809, 0.2121, 0.2390, 0.2784, 0.2980, 0.3125, 0.1437, -0.6133, -0.3092, 0.7178, -0.5399, -0.2394, -0.4841, 0.2205, 0.2875, 0.2862, 0.3819, 0.3201, -0.0464, -0.6032, -0.3136, 0.7626, -0.5408, -0.2981, -0.5830, 0.2194, 0.2868, 0.2852, 0.2843, 0.2610, 0.2423, -0.6123, -0.3289, 0.7244, -0.5498, -0.3286, -0.6216, 0.2373, 0.2929, 0.2826, 0.3359, 0.2570, 0.3467, -0.5648, -0.2870, 0.6860, -0.5463, -0.3170, -0.5957, 0.1462, 0.3015, 0.3117, 0.2582, 0.3288, 0.2895], "homo_ha": -0.336, "gap_ev": 6.23, "smiles": "O=C1C(S)=C(COC(F)(F)F)C(=O)c2c(I)cc(CCC(F)(F)C(F)(F)C(F)(F)C(F)(F)S(F)(F)(F)(F)F)cc21.COC(=O)OC.COC(=O)OC.COC(=O)OC.COC(=O)OC.COC(=O)OC.COC(=O)OC"}